C39H90F2N7NiO10S2 as an isolated structure in a non-equilibrium geometry. Source: OMol25; level of theory: ωB97M-V with the def2-TZVPD basis set.

Last column: Mulliken charge in e.
CARTESIAN COORDINATES (ANGSTROEM)
Ni  1.14234  -2.86398  1.77326  0.44
S  0.04878  0.22130  2.01483  0.58
S  -0.40644  -0.86709  -0.21373  -0.05
F  -0.15459  -2.25393  -0.94618  -0.26
F  -0.84630  -0.29207  3.23431  -0.37
O  1.56071  -4.29767  -5.29999  -0.52
O  0.77688  -2.53618  3.75880  0.04
O  -1.91113  5.29006  5.21553  -0.27
O  -6.49861  -0.21305  4.42951  -0.50
O  0.45875  0.00432  -0.92149  -0.37
O  1.87382  -3.69827  0.03257  -0.03
O  -0.75477  1.27201  1.54723  -0.54
O  3.16342  0.88425  -1.42791  1.45
O  1.32621  0.44635  2.57516  -0.60
O  -1.80685  -0.65406  -0.24800  -0.39
N  -6.59920  -0.31425  3.02371  0.41
N  4.01780  1.98539  -1.26373  -0.40
N  -0.49433  -4.18133  1.96251  -0.37
N  1.58428  -3.07134  -6.03060  0.05
N  1.04799  6.32034  3.30575  -0.65
N  3.01834  -2.01399  1.89820  -0.40
N  0.10935  -1.26742  1.23188  1.34
C  -2.36572  5.58759  6.50340  -0.82
C  0.44913  -1.51663  -7.42899  -1.41
C  1.47344  -4.87666  -0.67534  -1.03
C  -4.38148  0.71892  2.52767  -1.80
C  0.27325  -2.83119  -6.66452  1.88
C  -5.54929  -0.85279  0.92057  -1.13
C  -0.33914  -3.31007  4.22400  -1.38
C  0.74487  -0.33609  -6.51497  -0.80
C  5.46363  4.41017  -1.35821  -0.73
C  -0.10785  -3.92729  -7.64084  -2.04
C  -0.88582  -2.73467  -5.65343  -1.61
C  -0.16169  4.24829  2.96010  -1.28
C  2.13068  -2.02243  -5.14912  2.11
C  3.24847  -3.32160  -0.19778  -1.08
C  4.89167  2.17594  -2.41451  1.47
C  2.29468  3.77930  -1.18765  -1.68
C  -2.50270  -4.35092  3.45182  -1.66
C  -8.93499  0.32021  3.10577  -2.11
C  -4.57394  -1.67461  3.04699  -2.18
C  -0.23598  5.65390  3.55589  0.19
C  4.88540  -1.50777  0.33258  -1.53
C  1.48096  -1.89530  4.82565  -0.95
C  -7.71712  0.30173  0.97502  -1.49
C  -0.54088  5.57589  5.04873  -0.66
C  -6.40447  0.18664  0.20761  -0.58
C  4.13623  2.65412  -3.69002  -1.62
C  6.00119  3.17795  -2.06363  -1.16
C  1.48374  -1.89110  -3.75665  -1.28
C  5.54065  0.83459  -2.74527  -1.69
C  4.58373  4.06453  -0.16537  -0.97
C  -7.26211  2.10656  2.62089  -1.78
C  -5.30633  -0.50561  2.39615  1.98
C  -1.28755  -3.52844  3.06648  1.94
C  2.09323  -0.66088  -5.86016  -0.82
C  -7.59121  0.61260  2.45764  1.84
C  3.43468  -1.97294  0.45507  2.10
C  3.45769  3.07526  -0.46726  1.35
C  3.60255  -2.36566  -4.96650  -1.93
C  2.99746  2.47553  0.85925  -0.70
H  -1.03302  6.14001  2.99348  0.39
H  4.78977  0.13494  -3.10498  -0.08
H  -0.49137  -1.34198  -7.96082  0.51
H  4.31724  3.72223  -3.84253  0.34
H  2.36977  1.20292  -1.88550  0.03
H  -6.06808  -1.81666  1.02327  0.53
H  0.15680  4.85653  5.50413  0.32
H  -0.82535  -2.65684  4.95757  0.57
H  -1.79834  5.09128  7.29656  0.32
H  -3.06176  -3.88747  4.25903  0.38
H  2.71069  1.43068  0.74395  -0.44
H  2.21162  0.10121  -5.07487  -0.21
H  -4.63245  -1.03624  0.35562  0.10
H  3.40319  -1.11369  2.20924  0.38
H  6.68657  2.61960  -1.41977  0.44
H  0.63939  3.66512  3.43332  0.22
H  2.20509  -1.22246  4.37084  0.24
H  2.61705  4.17948  -2.14629  0.36
H  1.72872  -5.77620  -0.10566  0.25
H  -0.01807  -0.22118  -5.74515  0.24
H  3.92974  -4.07669  0.20752  0.28
H  3.41134  -3.19310  -1.26927  0.32
H  -3.41653  5.29728  6.58276  0.27
H  4.17029  4.96538  0.28804  0.40
H  -0.77161  -2.02232  -4.84491  0.26
H  3.82716  -3.22886  -4.33605  0.30
H  1.83409  -2.62492  5.54881  0.31
H  3.06436  2.49796  -3.58437  0.24
H  3.65631  -2.51864  2.52753  0.39
H  -8.17575  2.69161  2.47887  0.44
H  -4.51623  -1.45198  4.11530  0.64
H  -4.19770  0.92973  3.58637  0.50
H  0.78741  0.57368  -7.11248  0.50
H  4.07531  -2.54030  -5.93470  0.54
H  -0.30785  -5.05948  2.44975  0.39
H  3.83685  2.44954  1.55914  0.40
H  5.36084  -1.85061  -0.58627  0.47
H  2.80775  -1.24345  -0.06492  -1.14
H  1.09171  -2.87195  -3.48676  0.56
H  -1.71486  -2.22005  -6.16858  0.43
H  -2.17456  -5.35737  3.74776  0.52
H  6.22879  0.97486  -3.58599  0.57
H  2.96025  -0.48022  -6.49753  0.55
H  0.39835  -4.79702  -0.80071  0.30
H  -0.99641  3.68378  3.40757  0.42
H  -9.36549  -0.66137  2.88969  0.40
H  4.88258  5.01908  -2.05952  0.31
H  -4.72173  1.65835  2.10090  0.28
H  -0.25632  4.16192  1.88441  0.34
H  -3.61143  -1.89417  2.59780  0.08
H  -1.28674  -3.70939  -5.38857  0.35
H  -0.07957  -4.20983  4.79754  0.35
H  6.30063  5.01740  -1.00784  0.45
H  1.98199  -4.99015  -1.63178  0.39
H  -1.14124  -4.39478  1.20779  0.39
H  4.97804  -0.42205  0.38689  0.27
H  -0.31657  6.55528  5.49251  0.39
H  -5.78339  1.08503  0.19125  0.31
H  2.23810  -1.50546  -3.06580  -0.15
H  5.49201  -1.89905  1.15715  0.45
H  -2.42896  6.66171  6.73598  0.31
H  -3.13432  -4.55257  2.58600  0.44
H  -1.64355  -2.52937  2.81824  -0.96
H  2.17157  2.96657  1.37499  -0.22
H  0.67802  -1.15921  -3.70613  0.20
H  -9.70298  0.97167  2.67521  0.44
H  4.14170  -1.52223  -4.52197  0.29
H  0.97541  7.31713  3.47028  0.25
H  6.48072  3.43887  -3.00668  0.30
H  -7.17106  -0.81670  4.75911  0.36
H  0.82695  -1.15508  5.30110  0.34
H  -6.64653  -0.11775  -0.81044  0.42
H  -8.92642  0.50866  4.17931  0.50
H  1.26549  -1.66942  -8.13756  0.41
H  1.77412  5.95693  3.91170  0.25
H  1.91702  -4.93775  -5.92236  0.37
H  -1.06936  -3.71903  -8.10865  0.39
H  -6.82278  2.34944  3.58520  0.31
H  1.86582  4.59015  -0.59808  0.46
H  0.58543  -4.04420  -8.47954  0.39
H  4.51814  2.20653  -4.60805  0.41
H  5.24263  3.57198  0.55715  0.42
H  -8.31623  -0.59690  0.78733  0.45
H  6.16177  0.47018  -1.92583  0.31
H  1.48680  3.05666  -1.35008  0.27
H  -0.13927  -4.88439  -7.11731  0.46
H  -3.40975  0.51049  2.06971  0.15
H  -6.66286  2.46349  1.78256  0.38
H  -5.22901  -2.55332  3.01094  0.57
H  -8.35132  1.03209  0.45438  0.40

Forces on atoms 1 to 2 (eV/Å):
Ni 0.2 -0.1 0.2
S -0.1 -1.5 3.1

Output
Net charge: +1
Lowest unoccupied orbital energy (spin up / spin down) (eV): -2.7034 / -3.8419
Expectation value of S²: 2.0038
2S+1: 3

A 13-piece molecular cluster, C21H42ClF4O22PS3 overall in a non-equilibrium geometry. Source: OMol25; level of theory: ωB97M-V with the def2-TZVPD basis set.

Last column: Mulliken charge in e.
CARTESIAN COORDINATES (ANGSTROEM)
Cl  -2.61777  1.50087  4.98215  -0.27
S  -5.56757  -2.98008  -2.80024  -0.23
S  1.70305  3.55161  -0.04127  1.29
S  -0.03631  -4.03005  -0.39544  -0.12
P  -0.55200  1.09550  4.79118  0.34
F  0.62825  -4.36989  2.75925  -0.25
F  -1.00589  -3.72976  4.06568  -0.24
F  -1.45736  -4.95142  2.26663  -0.22
F  3.07204  4.00642  0.70925  -0.27
O  3.06685  -9.17540  2.59305  -0.64
O  3.40961  0.75774  2.71480  -0.55
O  -0.42198  1.52269  -6.37366  -0.51
O  -1.16317  -1.17470  -1.31957  -0.13
O  2.48598  -1.95247  -2.62517  -0.56
O  -3.95165  -1.75225  -5.13669  -0.52
O  -2.59879  4.30086  -3.78325  -0.61
O  -1.98755  -2.39566  -4.15753  -0.35
O  0.78420  4.65028  -0.28447  -0.58
O  1.22578  -7.10152  4.46681  -0.71
O  2.75824  0.87349  -3.40948  -0.53
O  0.45112  -2.73997  -3.22972  -0.26
O  -0.11457  -4.78787  7.57447  -0.63
O  -1.46397  -2.10067  7.13662  -0.63
O  2.08687  3.01818  -1.35092  -0.62
O  -0.47439  4.12264  -6.07347  -0.64
O  2.73610  5.27602  -3.33951  -0.65
O  0.30979  5.88601  2.56154  -0.44
O  -2.13771  -1.25529  3.46049  -0.45
O  2.10670  -1.22145  -6.69227  -0.63
O  -0.82978  8.22278  4.93322  -0.61
O  -0.24714  -0.46644  5.35376  -0.47
C  -1.29335  -1.28831  2.61443  -0.47
C  0.35209  -1.56766  -4.07652  0.16
C  -0.68815  -3.93173  2.73952  0.41
C  -3.31716  -2.02352  -4.15560  0.34
C  1.05481  3.41690  3.15051  -1.61
C  -0.15364  1.11633  2.94850  0.45
C  -0.58510  -2.60240  0.57253  0.67
C  0.55990  2.21739  2.28126  0.50
C  -1.10995  -1.34584  -4.65176  0.62
C  -0.22856  5.69931  4.02571  -0.95
C  -4.02024  -1.97842  -2.74087  0.04
C  -0.55608  -0.00779  2.06817  0.42
C  -0.85286  -2.62094  1.90674  0.01
C  0.40776  1.10659  -0.02680  -0.76
C  -1.62930  0.11905  -4.37013  -1.51
C  0.82625  2.22291  0.83141  0.25
C  -0.15184  4.54030  2.88658  0.71
C  1.59792  -3.59053  -1.15522  -0.65
C  -0.27590  0.01150  0.61605  -0.09
C  1.53028  -2.67137  -2.41735  0.45
C  -0.72118  -1.23564  -0.20897  -0.14
H  -2.92775  5.18026  -3.99963  0.29
H  -4.23656  -0.89613  -2.51519  0.30
H  -0.99432  1.39460  -7.13876  0.25
H  -0.76305  0.81225  -4.46060  0.33
H  0.09555  8.48951  4.88722  0.31
H  -1.06292  -1.46487  -5.77265  0.55
H  2.12301  -4.53503  -1.47633  0.47
H  -1.81743  -2.32484  8.00346  0.27
H  1.03669  3.21162  4.24400  0.57
H  -0.31773  4.04705  -5.12243  0.33
H  -1.10339  -0.84769  5.67077  0.31
H  3.46638  4.66309  -3.20160  0.31
H  2.31966  -9.67641  2.24885  0.31
H  2.11661  5.06205  -2.63150  0.36
H  -1.18975  6.24942  3.94596  0.35
H  -0.50167  -5.42010  6.95681  0.32
H  -0.24593  5.03841  -6.27573  0.28
H  -6.11311  -2.86619  -1.54404  0.13
H  0.64493  1.11873  -1.11617  0.49
H  4.28718  0.36604  2.79285  0.27
H  -2.34805  0.35566  -5.19349  0.40
H  2.27719  -0.28757  -6.86430  0.30
H  -2.16605  4.00596  -4.59382  0.35
H  -1.31382  9.01619  4.67595  0.30
H  3.58280  1.68063  2.49565  0.29
H  1.99151  3.89016  2.77459  0.39
H  0.79073  -6.38208  3.99224  0.35
H  0.06786  2.33301  -6.57979  0.29
H  2.01489  -6.69109  4.84002  0.33
H  -3.30788  -2.34244  -1.95670  -0.03
H  1.10234  -1.56076  -4.90276  0.24
H  0.56839  -0.67196  -3.42671  -0.44
H  0.71656  6.14303  4.40056  0.30
H  0.36629  -5.33838  8.20240  0.30
H  2.98492  -1.60530  -6.58685  0.28
H  -1.14593  4.16736  2.44826  0.40
H  -0.79505  -2.77997  6.97391  0.33
H  3.29022  0.13268  -3.09438  0.31
H  2.65627  -8.44028  3.06679  0.34
H  -2.05615  0.24565  -3.34323  0.35
H  2.25050  -3.13220  -0.36410  0.33
H  2.71333  1.47362  -2.65396  0.33

Forces on atoms 1 to 2 (eV/Å):
Cl 0.7 -0.6 -0.5
S -0.1 0.0 0.0

Output
Net charge: 0
Lowest unoccupied orbital energy (eV): -2.0212

> Look up the net charge of the second one.

0

> Among the records above, which one has the highest net charge?

C39H90F2N7NiO10S2

> Look up the net charge of the second one.

0

> Among the records above, which one has the lowest net charge?

C21H42ClF4O22PS3